Model 1:
A single C3H5B molecule. Source: the Open Molecules 2025 dataset; level of theory: ωB97M-V with the def2-TZVPD basis set.

Geometry as XYZ:
```
9
Properties=species:S:1:pos:R:3:lowdin_charge:R:1
B 2.69 0.18 -0.17 0.15
C -1.41 0.45 -0.19 -0.04
C 1.15 -0.09 0.12 -0.25
C -0.53 -0.58 -0.31 -0.08
H -2.51 0.13 -0.44 0.09
H -1.05 1.42 0.02 0.03
H 1.25 -0.74 0.97 0.04
H 1.10 0.84 0.59 0.00
H -0.69 -1.61 -0.59 0.07
```

Results
- HOMO energy: -0.3129 Ha
- Total charge: 0

***

Model 2:
A single C3H5B molecule. Source: the Open Molecules 2025 dataset; level of theory: ωB97M-V with the def2-TZVPD basis set.

Geometry as XYZ:
```
9
Properties=species:S:1:pos:R:3:lowdin_charge:R:1
C 1.22 -0.30 -0.06 -0.08
B 0.00 -1.20 0.25 -0.10
C -1.22 -0.26 -0.03 -0.11
C 0.01 0.49 0.29 -0.22
H 1.94 0.05 0.71 0.12
H 1.49 -0.51 -1.01 0.04
H -1.42 -0.62 -1.10 0.11
H -2.20 -0.16 0.55 0.12
H -0.07 1.01 1.25 0.11
```

Results
- HOMO energy: -0.2745 Ha
- Total charge: 0
- SMILES string: C1B2CC12

***

Model 3:
A single C3H5B molecule. Source: the Open Molecules 2025 dataset; level of theory: ωB97M-V with the def2-TZVPD basis set.

Geometry as XYZ:
```
9
Properties=species:S:1:pos:R:3:lowdin_charge:R:1
B -1.52 -1.07 0.18 0.04
C -1.25 0.35 -0.18 -0.22
C 1.02 -0.65 -0.11 0.00
C 0.03 -0.05 0.55 -0.32
H -1.13 0.56 -1.19 0.09
H -1.61 1.22 0.12 0.05
H 0.94 -1.13 -1.11 0.09
H 2.11 -0.69 0.29 0.11
H 0.35 0.55 1.50 0.16
```

Results
- HOMO energy: -0.2815 Ha
- Total charge: 0

***

Which one sits at the bottom of the stability order? model 1 does.

***

Model 1:
A single C10H21N5O4 molecule. Source: the Open Molecules 2025 dataset; level of theory: ωB97M-V with the def2-TZVPD basis set.

Geometry as XYZ:
```
40
Properties=species:S:1:pos:R:3:lowdin_charge:R:1
H -0.64 -0.96 -1.87 0.03
N -1.59 -0.63 -1.95 0.08
C -2.32 -1.13 -0.97 -0.55
N -3.59 -0.75 -1.06 0.16
N -1.82 -1.73 0.13 0.05
C -2.27 -1.23 1.44 -0.20
C -2.39 0.28 1.68 -0.13
C -1.23 1.39 1.52 -0.06
C -0.46 1.43 0.18 -0.26
N 0.81 2.04 0.28 0.13
C 1.98 1.43 0.21 -0.39
O 3.05 2.03 0.27 0.05
C 1.94 -0.08 -0.03 -0.25
N 1.33 -0.61 -1.21 0.08
C 3.46 -0.47 0.00 -0.43
C 3.66 -2.00 -0.05 -0.03
O 4.35 0.18 -0.85 -0.03
C -1.21 2.30 -0.86 -0.53
O -0.85 3.49 -0.81 0.06
O -2.06 1.78 -1.62 0.12
H -4.41 -1.15 -0.55 0.14
H -3.77 -0.49 -2.05 0.15
H -0.91 -2.19 0.06 0.15
H -1.87 -1.90 2.28 0.14
H -3.34 -1.62 1.56 0.12
H -3.17 0.43 1.04 0.05
H -2.77 0.30 2.70 0.11
H -0.48 1.48 2.28 0.10
H -1.83 2.37 1.71 0.15
H -0.31 0.48 -0.13 0.06
H 0.70 2.97 0.64 0.16
H 1.50 -0.53 0.90 0.17
H 1.47 -0.09 -2.04 0.11
H 1.76 -1.50 -1.33 0.05
H 3.66 -0.05 0.99 0.13
H 3.48 -2.56 -1.01 0.10
H 4.71 -2.08 0.07 0.07
H 3.17 -2.48 0.75 0.06
H 4.08 1.12 -0.61 0.08
H -1.82 0.73 -1.67 0.03
```

Results
- HOMO energy: -0.3355 Ha
- Total charge: 0
- SMILES string: [H]/N=C(/N)NCCC[C@H](NC(=O)[C@@H](N)[C@@H](C)O)C(=O)O

***

Model 2:
A single C10H21N5O4 molecule. Source: the Open Molecules 2025 dataset; level of theory: ωB97M-V with the def2-TZVPD basis set.

Geometry as XYZ:
```
40
Properties=species:S:1:pos:R:3:lowdin_charge:R:1
H -0.66 -1.46 1.21 0.08
N -0.81 -1.83 0.20 0.02
C -2.10 -2.12 -0.01 -0.50
N -2.19 -3.27 -0.95 0.09
N -3.15 -1.57 0.56 0.04
C -3.02 -0.22 1.10 -0.17
C -3.30 0.96 0.15 -0.14
C -2.07 1.35 -0.78 -0.17
C -0.94 2.24 -0.44 -0.28
N -1.15 3.60 -1.07 0.05
C 0.56 1.62 -0.65 -0.35
O 1.37 2.54 -0.46 -0.03
N 1.03 0.35 -0.69 0.11
C 2.47 0.13 -0.50 -0.13
C 3.02 -1.09 -1.21 -0.37
O 3.94 -1.02 -2.01 0.12
O 2.44 -2.37 -0.76 0.00
C 2.80 0.16 1.12 -0.35
C 3.87 -0.82 1.56 -0.04
O 3.14 1.45 1.62 0.02
H -1.20 -3.60 -0.93 0.09
H -2.84 -4.01 -0.85 0.06
H -4.09 -2.05 0.55 0.18
H -3.62 0.00 2.01 0.13
H -1.92 -0.29 1.26 0.09
H -3.45 1.82 0.68 0.07
H -4.24 0.88 -0.44 0.12
H -1.74 0.43 -1.31 0.11
H -2.65 1.77 -1.55 0.09
H -0.86 2.61 0.61 0.16
H -0.21 4.02 -0.80 0.09
H -1.11 3.46 -2.03 0.03
H 0.24 -0.37 -0.67 0.11
H 3.03 0.99 -0.89 0.16
H 2.63 -2.90 -1.60 0.14
H 1.93 -0.23 1.64 0.13
H 3.73 -1.83 1.03 0.10
H 3.78 -0.86 2.67 0.10
H 4.82 -0.32 1.47 0.08
H 2.49 1.87 1.17 0.00
```

Results
- HOMO energy: -0.3295 Ha
- Total charge: 0
- SMILES string: [H]/N=C(/N)NCCC[C@H](N)C(=O)N[C@H](C(=O)O)[C@@H](C)O

***

Which one sits at the bottom of the stability order? model 2 does.

***

Model 1:
2 unconnected molecules or ions with the total composition C4H14N3O. Source: the Open Molecules 2025 dataset; level of theory: ωB97M-V with the def2-TZVPD basis set.

Geometry as XYZ:
```
22
Properties=species:S:1:pos:R:3:lowdin_charge:R:1
C 1.52 1.65 0.83 -0.18
C 1.05 1.59 -0.42 -0.14
N 0.82 0.35 -1.14 0.08
N 1.60 2.85 1.52 0.06
H 1.90 0.80 1.37 0.12
H 0.56 2.44 -0.88 0.12
H 1.20 0.36 -2.08 0.14
H 1.19 -0.43 -0.61 0.11
H -0.36 0.02 -1.27 0.09
H 1.05 3.57 1.07 0.09
H 1.31 2.82 2.49 0.10
C -0.99 -2.41 0.08 -0.23
O 0.09 -1.88 0.86 -0.08
C -2.03 -1.34 -0.19 -0.17
N -1.69 -0.40 -1.35 0.04
H -0.62 -2.88 -0.83 0.13
H -1.49 -3.14 0.72 0.13
H 0.65 -2.61 1.12 0.10
H -2.99 -1.78 -0.44 0.12
H -2.12 -0.69 0.68 0.13
H -2.34 0.38 -1.37 0.12
H -1.78 -0.97 -2.18 0.12
```

Results
- HOMO energy: -0.4428 Ha
- Total charge: +1

***

Model 2:
2 unconnected molecules or ions with the total composition C4H14N3O. Source: the Open Molecules 2025 dataset; level of theory: ωB97M-V with the def2-TZVPD basis set.

Geometry as XYZ:
```
22
Properties=species:S:1:pos:R:3:lowdin_charge:R:1
O -1.37 1.30 -1.49 0.05
C -2.16 0.44 -1.82 -0.19
C -1.89 -1.02 -1.51 -0.20
N -2.31 -1.28 -0.12 0.00
H -3.10 0.73 -2.29 0.14
H -2.36 -1.66 -2.25 0.12
H -0.82 -1.15 -1.59 0.11
H -3.30 -1.08 -0.01 0.10
H -2.21 -2.26 0.09 0.10
N -0.23 0.49 0.80 0.16
C 1.14 -0.12 0.84 -0.15
C 2.22 0.94 0.93 -0.28
N 3.50 0.26 1.07 0.01
H -0.43 1.02 1.65 0.17
H -0.35 1.10 -0.03 0.10
H -0.98 -0.23 0.65 0.10
H 1.18 -0.76 1.72 0.13
H 1.24 -0.73 -0.05 0.13
H 2.15 1.63 0.08 0.12
H 2.06 1.55 1.82 0.12
H 3.81 -0.09 0.17 0.08
H 4.21 0.93 1.34 0.08
```

Results
- HOMO energy: -0.4833 Ha
- Total charge: +1

***

Which one sits at the bottom of the stability order? model 1 does.

***

Model 1:
2 unconnected molecules or ions with the total composition C2H3ClF2S. Source: the Open Molecules 2025 dataset; level of theory: ωB97M-V with the def2-TZVPD basis set.

Geometry as XYZ:
```
9
Properties=species:S:1:pos:R:3:lowdin_charge:R:1
F -0.64 1.59 -0.13 0.05
C 0.47 0.78 -0.37 -0.42
F 1.42 1.35 -1.15 0.06
C 0.67 -0.36 0.27 -0.41
S 2.20 -1.13 -0.09 0.81
H -0.16 -0.87 0.79 0.09
H 2.74 -0.15 -0.68 -0.18
Cl -3.76 -1.09 0.50 0.25
H -2.94 -0.12 0.85 -0.25
```

Results
- HOMO energy: -0.3308 Ha
- Total charge: 0
- SMILES string: FC(F)=CS.Cl

***

Model 2:
A single C2H3ClF2S molecule. Source: the Open Molecules 2025 dataset; level of theory: ωB97M-V with the def2-TZVPD basis set.

Geometry as XYZ:
```
9
Properties=species:S:1:pos:R:3:lowdin_charge:R:1
F 2.05 -0.81 0.06 0.01
C 1.00 -0.61 -0.84 -0.52
F 0.79 -1.81 -1.42 0.02
C -0.20 -0.03 -0.13 -0.90
S -0.84 -1.21 1.10 0.74
Cl -1.40 0.17 -1.50 0.55
H 1.38 0.03 -1.72 0.17
H -0.26 0.96 0.32 0.06
H -0.28 -2.34 0.66 -0.12
```

Results
- HOMO energy: -0.3613 Ha
- Total charge: 0
- SMILES string: FC(F)[C@H](S)Cl

***

Which one sits at the bottom of the stability order? model 1 does.